(1)
ORCA calculation (ωB97M-V/def2-TZVPD) on a cluster of 2 separate species, C16H10Cl4FO6S in total at a distorted geometry.

```
! RIJCOSX wB97M-V def2-TZVPD def2/J DEFGRID3
* xyz -1 1
Cl -2.366 -4.026 0.261
C -1.221 -3.516 1.420
C -0.400 -4.423 2.018
Cl -0.259 -6.026 1.471
C 0.427 -4.061 3.199
O 1.269 -4.817 3.677
C 0.144 -2.715 3.773
Cl 0.753 -2.438 5.333
C -0.519 -1.763 3.060
Cl -0.677 -0.156 3.623
C -1.201 -2.083 1.782
O -1.800 -1.209 1.138
C -4.188 0.064 -1.762
C -3.082 -0.901 -1.459
O -1.881 -0.089 -1.468
C -0.757 -0.742 -1.075
C 0.181 0.267 -0.558
F 1.413 -0.198 -0.319
S 0.120 1.913 -1.382
C 1.739 2.641 -1.107
C 2.043 3.246 0.112
C 3.303 3.823 0.291
C 4.228 3.821 -0.757
C 3.914 3.209 -1.973
C 2.657 2.631 -2.156
O 0.043 1.677 -2.807
O -0.843 2.733 -0.683
O -0.518 -1.939 -1.129
H -5.136 -0.471 -1.763
H -4.214 0.842 -0.994
H -4.023 0.536 -2.736
H -3.192 -1.330 -0.455
H -3.011 -1.710 -2.197
H 1.294 3.272 0.902
H 3.551 4.271 1.253
H 5.194 4.312 -0.630
H 4.633 3.170 -2.792
H 2.381 2.184 -3.109
*
```

Values from the calculation:
Orbital gap in eV: 3.906
HOMO level in eV: -3.5
M in g mol⁻¹: 491.127

=====

(2)
ORCA calculation (ωB97M-V/def2-TZVPD) on the molecule C4H8O3.

```
! RIJCOSX wB97M-V def2-TZVPD def2/J DEFGRID3
* xyz 0 1
O 0.938 -1.217 1.288
C 0.832 -1.567 -0.074
C 0.678 -0.283 -0.878
C -0.581 0.500 -0.572
O -1.551 0.400 -1.293
C -0.617 1.487 0.578
O -1.801 2.223 0.646
H 0.901 -2.032 1.798
H -0.050 -2.204 -0.253
H 1.715 -2.131 -0.419
H 0.619 -0.556 -1.933
H 1.510 0.417 -0.754
H -0.480 0.916 1.499
H 0.230 2.170 0.443
H -2.342 1.877 -0.077
*
```

Values from the calculation:
Structure (SMILES): O=C(CO)CCO
Orbital gap in eV: 10.679
HOMO level in eV: -10.1
M in g mol⁻¹: 104.105

=====

(3)
ORCA calculation (ωB97M-V/def2-TZVPD) on the molecule C5H11N3 at a distorted geometry.

```
! RIJCOSX wB97M-V def2-TZVPD def2/J DEFGRID3
* xyz 0 1
C 2.577 0.156 -0.444
C -2.162 0.953 -0.459
C 0.293 0.127 0.159
C -0.929 -0.990 0.716
N 0.343 1.314 0.881
N -0.709 -2.319 0.612
C -1.306 -0.285 -0.451
N 1.232 -0.368 -0.562
H -0.115 1.294 1.777
H 1.215 1.819 0.868
H -0.686 -2.774 -0.299
H -0.114 -2.749 1.301
H -1.303 -0.823 -1.409
H 3.272 -0.540 -0.917
H 2.892 0.299 0.601
H 2.688 1.123 -0.956
H -3.177 0.656 -0.735
H -2.203 1.431 0.515
H -1.808 1.676 -1.197
*
```

Values from the calculation:
Orbital gap (spin up / spin down) in eV: 8.631 / 8.632
HOMO level (spin up / spin down) in eV: -7.7 / -7.7
M in g mol⁻¹: 113.164

=====

(4)
ORCA calculation (ωB97M-V/def2-TZVPD) on a structure of composition C16H29AsAu at a distorted geometry.

```
! RIJCOSX wB97M-V def2-TZVPD def2/J DEFGRID3
* xyz 3 1
Au 0.702 0.559 0.035
C -0.521 -2.993 2.732
C -1.374 -1.754 2.742
C -2.722 -1.949 3.376
C -0.829 -0.469 2.526
C -1.623 0.756 2.744
C -1.017 1.948 2.869
C 0.414 2.090 2.714
C 1.040 3.377 2.977
C 1.190 0.959 2.291
C 0.597 -0.288 2.113
H -1.139 -3.864 2.527
H -0.114 -3.110 3.742
H 0.299 -2.986 2.018
H -1.496 -1.271 1.563
H -2.561 -1.971 4.460
H -3.132 -2.913 3.086
H -3.461 -1.184 3.151
H -2.691 0.671 2.893
H -1.594 2.829 3.125
H 0.772 4.050 2.139
H 2.124 3.341 3.054
H 0.582 3.868 3.843
H 2.272 1.043 2.284
H 1.226 -1.166 2.050
C 2.883 -1.232 -2.529
C 1.420 -1.462 -2.886
As 0.247 -0.030 -2.313
C 0.700 1.613 -3.255
C 1.754 2.440 -2.525
C -1.585 -0.511 -2.709
C -1.772 -0.779 -4.204
H 3.471 -2.095 -2.837
H 3.029 -1.104 -1.454
H 3.295 -0.363 -3.042
H 1.023 -2.384 -2.459
H 1.280 -1.519 -3.968
H -0.234 2.163 -3.381
H 1.042 1.307 -4.245
H 1.399 2.752 -1.534
H 1.964 3.354 -3.080
H 2.695 1.903 -2.408
H -2.207 0.318 -2.369
H -1.827 -1.392 -2.112
H -1.557 0.105 -4.804
H -2.810 -1.053 -4.390
H -1.151 -1.603 -4.552
*
```

Values from the calculation:
Orbital gap (spin up / spin down) in eV: 5.437 / 5.436
HOMO level (spin up / spin down) in eV: -19.4 / -19.4
M in g mol⁻¹: 493.297